{
  "formula": "CH3N3O2",
  "method": "wB97M-V/def2-TZVPD",
  "elements": ["C", "N", "N", "N", "O", "O", "H", "H", "H"],
  "positions_angstrom": [[-1.0763, -0.9005, 0.2014], [3.2917, 0.1145, -0.1458], [2.6793, -0.4687, 0.5647], [-0.9216, 0.3729, 0.0606], [-1.4867, 1.2005, 0.7827], [0.0684, 0.7512, -0.8833], [-0.7834, -1.4999, -0.6063], [-1.7309, -1.3108, 0.8665], [-0.0405, 1.7408, -0.8405]],
  "forces_ev_per_angstrom": [[1.1049, 0.6695, -2.3566], [-1.2839, -1.2226, 1.4943], [1.2929, 1.2117, -1.4819], [-0.3408, -1.4779, 1.4254], [0.7827, 1.2317, -0.7056], [-1.1812, 1.6010, 0.6769], [0.9952, -0.6882, -0.7713], [-1.6130, -0.2879, 1.9113], [0.2430, -1.0373, -0.1924]],
  "mulliken_charge": [-0.52, -0.04, 0.04, 0.58, -0.64, -0.38, 0.27, 0.33, 0.36],
  "e_tot_ha": -354.5544,
  "de_lowest_kj_mol": 339.2,
  "lumo_ev": 0.90,
  "total_charge": 0
}